An isolated molecule of C23H21BrN2O4, computed with ωB97M-V/def2-TZVPD.

Values from the calculation:
2S+1: 1
Relative energy (zero: lowest compared OMol25 entry of this formula, charge and spin) in eV: 0.521
Structure (SMILES): COc1ccc(CC(=O)Nc2ccc(NC(=O)c3ccc(Br)cc3)cc2)cc1OC
Lowest unoccupied orbital energy in Eh: 0.0151
Net charge: 0

XYZ file:
```
51
Properties=species:S:1:pos:R:3:nbo_charge:R:1
H 9.44 1.28 -0.87 0.23
H 2.69 2.87 0.41 0.25
C -4.50 0.44 1.46 -0.21
H -4.34 0.41 -1.90 0.22
C -4.31 0.91 0.17 -0.04
H -5.91 -4.63 1.85 0.20
C 2.01 2.06 0.19 -0.18
C -4.87 -0.88 1.68 -0.28
C -4.84 -1.28 -0.70 0.34
C 4.94 1.32 0.13 0.65
H -4.73 -3.55 2.63 0.17
H 5.64 -1.20 1.07 0.21
N 3.87 0.48 -0.04 -0.59
H -4.37 3.01 0.62 0.25
C -5.63 -3.59 2.00 -0.25
O 4.86 2.52 0.26 -0.60
C 7.71 -1.24 0.59 -0.24
C 6.26 0.62 0.10 -0.08
C -0.24 1.26 -0.11 0.14
H -5.13 -2.67 -3.63 0.20
H -2.15 0.60 -0.37 0.41
H 1.99 -1.25 -0.53 0.21
C 0.26 -0.01 -0.35 -0.22
O -5.39 -3.07 0.72 -0.48
H -3.89 -1.45 -3.25 0.17
Br 10.49 -1.35 0.00 0.06
H -5.62 -0.99 -3.27 0.18
C -4.91 -1.79 -3.02 -0.25
C 2.51 0.79 -0.06 0.11
O -1.91 3.62 0.44 -0.61
H 0.27 3.28 0.37 0.26
H -5.01 -1.22 2.69 0.22
H 4.08 -0.49 -0.22 0.40
H -4.37 1.10 2.30 0.22
C -3.87 2.33 -0.06 -0.52
C -5.04 -1.76 0.62 0.25
H 7.86 -2.23 1.00 0.23
O -5.03 -2.20 -1.69 -0.49
C 8.60 0.74 -0.46 -0.24
C -2.36 2.55 0.12 0.69
C 7.35 1.32 -0.42 -0.16
C 0.65 2.30 0.17 -0.23
C 1.62 -0.25 -0.33 -0.23
H 7.19 2.32 -0.79 0.24
C 6.45 -0.66 0.62 -0.20
H -4.11 2.64 -1.08 0.23
H -0.42 -0.83 -0.57 0.21
C -4.48 0.04 -0.90 -0.33
N -1.63 1.44 -0.15 -0.61
H -6.45 -3.07 2.51 0.18
C 8.77 -0.54 0.04 -0.06
```


The ion C23H21BrN3OS with charge +1, computed with ωB97M-V/def2-TZVPD.

Values from the calculation:
2S+1: 1
Relative energy (zero: lowest compared OMol25 entry of this formula, charge and spin) in eV: 1.996
Lowest unoccupied orbital energy in Eh: -0.1474
Net charge: +1

XYZ file:
```
50
Properties=species:S:1:pos:R:3:nbo_charge:R:1
H 1.61 1.89 2.91 0.24
H -1.81 -4.38 -2.24 0.23
H -3.82 -5.43 -2.94 0.21
H 3.01 3.11 -0.90 0.22
C -0.03 -1.86 3.36 -0.20
C 1.26 1.38 0.13 0.17
H -0.80 -2.17 3.99 0.23
C 3.51 4.34 0.79 -0.31
C 5.09 6.24 2.35 -0.27
H 1.48 -2.78 4.53 0.22
C 0.90 -0.39 1.62 0.06
H -6.31 -5.47 -2.69 0.23
O 3.78 5.73 2.76 -0.50
C -4.40 -4.63 -3.40 -0.42
C 2.87 3.27 0.18 -0.14
C -1.93 -1.05 -2.59 0.07
C -0.19 -0.91 2.40 -0.17
C 2.07 2.36 0.90 -0.17
H -5.85 -3.83 -1.87 0.22
C -4.01 -2.05 -3.45 -0.22
C 2.52 3.74 2.86 -0.11
H -0.38 -2.41 -2.28 0.21
C 3.31 4.63 2.11 0.39
C -1.43 -2.31 -2.57 -0.19
H -4.99 -1.85 -3.88 0.23
N -1.15 0.10 -2.46 -0.54
C -5.85 -4.42 -2.83 -0.62
H -1.25 -0.78 2.01 0.24
C 1.91 2.65 2.26 -0.20
H -1.46 0.85 -3.00 0.40
H 3.41 -1.99 3.23 0.24
S 0.55 1.98 -1.36 0.48
N -0.15 -0.31 -0.42 -0.29
C 1.27 -2.17 3.70 -0.16
C 2.16 -0.84 1.88 -0.19
C -3.27 -0.96 -3.04 -0.20
H -3.74 0.04 -3.21 0.21
Br 2.75 3.92 4.76 0.12
H -4.32 -4.83 -4.47 0.23
C -2.23 -3.48 -2.70 -0.21
H 5.06 6.58 1.29 0.19
C -0.34 0.49 -1.47 0.24
H 5.44 6.99 3.16 0.23
H 4.13 4.87 0.10 0.24
H -6.40 -3.77 -3.59 0.21
N 0.59 0.30 0.50 -0.13
H 3.02 -0.65 1.27 0.23
C 2.39 -1.70 2.98 -0.19
C -3.57 -3.34 -3.21 0.03
H 5.61 5.30 2.52 0.19
```


A structure of composition C23H21ClF6N3O7RuSb, computed with ωB97M-V/def2-TZVPD.

Values from the calculation:
2S+1: 1
Relative energy (zero: lowest compared OMol25 entry of this formula, charge and spin) in eV: 1.160
Lowest unoccupied orbital energy (spin up / spin down) in Eh: -0.3975 / -0.4018
Net charge: +2

XYZ file:
```
63
Properties=species:S:1:pos:R:3:nbo_charge:R:1
H 0.93 1.04 5.39 0.28
O 2.74 1.23 3.34 -0.40
F 0.19 -0.74 -1.29 -0.64
C -3.11 1.11 -1.84 -0.23
Ru -0.10 -0.09 0.63 1.42
H 5.59 1.68 0.02 0.22
C 5.24 -1.04 -1.93 -0.17
C -1.16 0.53 5.14 -0.09
H -2.51 1.62 -1.11 0.20
O 1.19 -2.97 -0.04 -0.73
H 5.74 -1.55 -2.75 0.24
O 0.55 -4.02 1.99 -0.67
H -3.16 -0.07 4.54 0.28
H -5.35 -0.72 -4.40 0.24
C 3.12 1.26 1.00 -0.09
F 1.23 -1.84 -3.48 -0.64
C 3.83 1.30 2.38 -0.08
H 4.48 0.44 2.54 0.24
O -0.87 -2.39 0.97 -0.75
C 0.38 0.72 3.34 0.14
F -1.26 -0.80 -3.42 -0.65
C -4.36 -0.83 -2.50 -0.15
C 1.66 0.93 2.67 0.62
F 0.37 0.65 -4.95 -0.63
C 3.23 -0.71 -0.59 -0.24
H -0.33 3.05 0.48 0.53
O -0.48 2.22 0.01 -0.89
C 3.82 0.41 -0.02 -0.06
H -1.39 0.58 6.20 0.28
F 2.21 0.49 -2.88 -0.65
O -3.84 -0.78 1.93 -0.38
H -2.62 -1.84 -0.69 0.26
H 2.26 -1.03 -0.30 0.19
H -4.38 1.49 -4.95 0.24
C -3.47 1.73 -3.03 -0.17
F -0.11 1.46 -2.41 -0.71
C -3.55 -0.18 -1.58 -0.09
C 5.15 0.78 -0.39 -0.19
C -4.23 1.06 -3.97 -0.18
N -2.18 -0.25 0.56 -0.38
C -2.15 0.18 4.23 -0.14
H -5.22 -0.79 0.37 0.25
H -0.14 2.31 -0.90 0.55
H 4.39 2.22 2.55 0.24
C 0.13 0.80 4.70 -0.13
N 1.74 0.88 1.38 -0.42
O 1.09 -1.70 1.95 -0.75
C 3.94 -1.45 -1.51 -0.10
H -4.69 -1.85 -2.30 0.21
H -4.45 -2.36 0.73 0.24
H -3.15 2.75 -3.22 0.23
Cl 0.52 -2.86 1.20 2.53
C -4.29 -1.29 0.62 -0.08
Sb 0.48 -0.15 -3.29 3.18
H 3.05 2.26 0.56 0.24
H 3.51 -2.37 -1.88 0.23
H 6.86 0.35 -1.60 0.24
C -3.13 -0.93 -0.34 -0.10
C -2.66 -0.29 1.77 0.64
C -4.73 -0.20 -3.67 -0.19
C -1.81 0.13 2.89 0.14
N -0.58 0.40 2.47 -0.33
C 5.86 0.05 -1.31 -0.19
```